[1]
ORCA calculation (wB97M-V/def2-TZVPD) on a cluster of 32 separate species, H64O32 in total.

The calculation puts the energy above the lowest of the compared OMol25 structures with the same formula, charge and spin at 410.6 kJ/mol. Its total charge is 0. For the LUMO energy, the calculation gives -0.67 eV. As for the multiplicity: 1. The value obtained for the gap between HOMO and LUMO is 8.8 eV.

Each line ends with the Löwdin charge.
Element x y z (Å)
O 1.7724 1.0407 2.5771  -0.04
H 2.3894 0.7103 1.9242  0.00
H 0.9438 0.6119 2.3629  0.01
O -3.1439 2.8108 2.7210  -0.03
H -3.8187 2.6656 3.3842  0.06
H -3.5914 3.2915 2.0246  0.03
O -3.1466 1.7543 -0.8631  -0.05
H -3.2733 1.1191 -0.1584  -0.01
H -2.9722 2.5808 -0.4127  0.00
O 3.6976 -1.4716 -3.6558  -0.06
H 3.8926 -0.8010 -4.3104  0.03
H 2.7961 -1.2915 -3.3890  -0.04
O 0.0054 -0.0991 0.5931  -0.04
H -0.2353 -0.6082 -0.1810  0.00
H 0.1937 0.7766 0.2554  0.00
O -2.3202 4.3241 -0.0042  -0.02
H -2.1273 4.6910 0.8586  0.07
H -3.0837 4.8148 -0.3084  0.09
O -0.0558 5.8403 -1.3597  -0.04
H 0.7398 5.3452 -1.5549  -0.02
H -0.4589 5.3691 -0.6305  -0.01
O -2.6052 -4.1169 0.1865  -0.04
H -2.4484 -3.9908 -0.7494  -0.02
H -1.8603 -3.6939 0.6137  -0.03
O 4.4240 2.2861 3.7055  -0.04
H 4.7134 2.5754 2.8402  0.01
H 3.5020 2.0579 3.5863  -0.01
O 2.4043 -2.7030 4.2838  -0.07
H 1.5465 -2.3034 4.4275  -0.04
H 2.4497 -2.8403 3.3376  -0.02
O -3.2820 0.1985 1.3018  -0.04
H -3.7734 -0.4493 1.8069  0.08
H -2.3830 0.1201 1.6210  0.01
O -3.9389 -0.9537 -1.4726  -0.02
H -4.2150 -0.9871 -0.5567  0.06
H -2.9891 -0.8411 -1.4329  0.04
O -0.0624 -1.6795 4.6945  -0.05
H 0.2265 -0.9082 5.1822  0.00
H -0.7621 -1.3562 4.1268  0.00
O 2.7743 -1.3486 -0.3047  -0.03
H 1.9467 -1.2623 -0.7779  0.00
H 2.9390 -0.4757 0.0519  0.00
O -1.8886 1.8523 -3.2007  -0.06
H -2.3868 1.9162 -2.3859  -0.04
H -2.2616 1.0946 -3.6513  0.00
O 1.4594 -2.7000 -5.0814  -0.05
H 2.1276 -2.3608 -5.6770  0.04
H 1.2698 -1.9697 -4.4924  -0.02
O -1.3787 -1.6504 -4.3212  -0.03
H -1.0837 -1.3966 -5.1958  0.07
H -2.1348 -2.2160 -4.4777  0.03
O 3.9867 0.9700 0.9385  -0.02
H 4.8325 0.7515 1.3298  0.08
H 4.1528 1.7693 0.4387  0.07
O 1.4307 -0.1921 -2.7488  -0.03
H 0.4864 -0.2986 -2.6339  0.02
H 1.5799 0.7483 -2.6505  0.02
O 2.5904 4.9006 -1.6561  -0.03
H 2.4019 4.8172 -0.7213  0.03
H 3.3999 5.4101 -1.6931  0.08
O -0.7110 -1.7112 -1.6057  -0.03
H -0.1945 -2.4769 -1.3545  0.02
H -0.5693 -1.6248 -2.5483  0.00
O 3.2725 -3.7276 1.4751  -0.04
H 3.7484 -4.4588 1.0812  0.04
H 3.1102 -3.1271 0.7475  -0.02
O -2.2310 -4.0599 3.5116  -0.06
H -1.6927 -3.7568 2.7804  -0.04
H -1.6667 -3.9678 4.2793  0.02
O -2.1319 -4.3537 -2.8507  -0.02
H -1.1820 -4.3170 -2.9627  0.04
H -2.4819 -4.2552 -3.7362  0.04
O -0.5287 -2.8381 1.8071  -0.03
H -0.5283 -1.8816 1.8454  0.03
H 0.2228 -3.0565 1.2560  0.03
O -1.5590 0.3744 3.4496  -0.03
H -2.2621 0.3377 4.0980  0.07
H -1.6835 1.2144 3.0078  0.02
O -3.9944 -0.3959 -3.8886  -0.05
H -3.5872 -1.1820 -4.2526  0.00
H -4.1189 -0.5976 -2.9612  -0.05
O -0.0561 2.5607 -0.3538  -0.03
H 0.0817 2.2045 -1.2315  0.03
H -0.9563 2.8856 -0.3653  0.01
O 0.7409 -4.0190 -0.4773  -0.02
H 0.4684 -4.9285 -0.3557  0.08
H 1.6085 -4.0797 -0.8769  0.06
O 1.0894 0.6473 5.5666  -0.03
H 1.1301 1.1396 4.7466  0.01
H 1.5762 1.1834 6.1927  0.06
O 1.9143 3.9297 1.2201  -0.05
H 1.6026 3.1364 0.7846  -0.01
H 1.6025 3.8470 2.1213  0.04
O 1.5529 2.6776 -2.7178  -0.04
H 1.2272 2.9187 -3.5850  0.07
H 1.7930 3.5103 -2.3115  -0.01

[2]
ORCA calculation (wB97M-V/def2-TZVPD) on a cluster of 2 separate species, CH6N2S2 in total.

Its SMILES is [H]/N=C/N.SS. The calculation puts the energy above the lowest of the compared OMol25 structures with the same formula, charge and spin at 74.4 kJ/mol. Its total charge is 0. For the LUMO energy, the calculation gives 0.18 eV. As for the multiplicity: 1. The value obtained for the gap between HOMO and LUMO is 9.2 eV.

Each line ends with the Löwdin charge.
Element x y z (Å)
S -0.3016 1.1222 1.2826  0.22
S -2.0747 0.0883 1.2427  0.22
H 0.5253 0.1128 1.5598  -0.21
H -1.9732 -0.7953 2.2504  -0.20
N 0.9925 -1.4790 -1.1885  0.05
C 1.4815 -0.3667 -1.8583  -0.39
N 2.4808 -0.4701 -2.6194  0.06
H 1.2966 -2.3346 -1.6398  0.08
H 0.8466 -1.6147 -0.2101  0.05
H 0.9286 0.5520 -1.6454  0.09
H 2.8292 0.4209 -2.9383  0.03

[3]
ORCA calculation (wB97M-V/def2-TZVPD) on the molecule C4H7PS2.

The calculation puts the energy above the lowest of the compared OMol25 structures with the same formula, charge and spin at 332.7 kJ/mol. Its total charge is 0. For the LUMO energy (alpha / beta), the calculation gives -1.76 / -1.08 eV. As for the multiplicity: 1. The value obtained for the gap between HOMO and LUMO (alpha / beta) is 6.9 / 7.5 eV.

Each line ends with the Löwdin charge.
Element x y z (Å)
C 0.3350 0.5030 -0.2403  -0.19
C -0.4092 -0.3270 0.4160  -0.62
C 0.1328 1.6477 -1.1958  -0.10
C -1.8347 -0.4972 0.8986  -0.11
P 2.4861 -1.7783 0.6366  0.07
S 3.0393 0.0818 0.1194  0.15
S 0.5151 -1.4647 1.5004  0.48
H -0.0551 2.5843 -0.7301  0.06
H -0.6545 1.4052 -1.9944  0.11
H 1.1282 1.6622 -1.7027  0.07
H -2.4174 0.3150 0.4882  0.09
H -1.8628 -0.4707 1.9233  0.04
H -2.2661 -1.3332 0.5594  0.04
H 1.8633 -2.3281 -0.6788  -0.08

Q: What is the energy above the lowest of the compared OMol25 structures with the same formula, charge and spin in the second record?
A: 74.4 kJ/mol